ORCA calculation (ωB97M-V/def2-TZVPD) on a 2-piece molecular cluster, C5H14 overall.

Output
HOMO-LUMO gap: 12.4 eV
Energy: -198.86837 a.u.
Net charge: 0
Molecular weight: 74.17 g/mol
2S+1: 1
Relative energy (zero: lowest compared OMol25 entry of this formula, charge and spin): 54.57 kJ/mol

Cartesian coordinates (Å):
H: 0.34 0.08 1.69
H: 2.39 1.10 2.61
C: -1.84 -0.59 -1.99
H: -2.71 -0.75 -1.37
H: 1.28 -1.77 -0.99
C: 1.53 1.74 2.39
C: 0.57 -1.48 -1.77
H: 1.15 -0.73 -2.33
C: 0.22 0.96 2.32
H: -1.94 0.37 -2.51
H: -0.92 -1.27 -0.21
H: -0.20 0.26 -0.80
H: -0.59 1.66 2.11
H: 1.70 2.29 1.48
H: -0.04 0.41 3.23
H: 1.56 2.38 3.28
C: -0.57 -0.72 -1.08
H: 0.24 -2.23 -2.47
H: -1.76 -1.39 -2.72